(1)
Computed, not measured: a structure of composition C25H48LaP4S at a distorted geometry, with ωB97M-V/def2-TZVPD.

Calculated values
- HOMO energy (alpha / beta) (eV) = -16.173 / -16.217
- multiplicity = 1
- molar mass (g/mol) = 643.53
- net charge = +3
- frontier orbital gap (alpha / beta) (eV) = 3.36 / 4.70

Each line ends with the Mulliken charge.
Element x y z (Å)
La  0.36  -0.31  -0.21  1.33
P  -0.56  2.02  1.63  0.37
P  -2.61  -0.29  -0.37  0.59
P  2.70  1.55  0.09  0.63
H  0.12  -1.89  -7.74  0.29
C  1.17  -2.15  -7.57  -0.46
C  1.48  -3.28  -6.92  -0.56
H  0.67  -3.93  -6.57  0.30
C  -1.05  3.50  0.64  -1.16
C  -2.04  1.87  2.70  -0.76
C  0.54  2.80  2.87  -0.85
C  -2.70  -1.69  -1.57  -1.06
C  -3.96  -0.71  0.78  -1.37
C  -3.39  1.04  -1.37  -1.45
C  3.91  0.90  -1.13  -1.01
C  3.83  1.80  1.50  -1.29
C  2.55  3.30  -0.47  -1.38
H  1.93  -1.48  -7.99  0.28
H  2.51  -3.61  -6.78  0.28
H  -1.31  4.30  1.34  0.45
H  -1.93  3.25  0.02  0.26
H  -0.22  3.82  0.00  0.26
H  -2.24  2.87  3.10  0.54
H  -1.82  1.17  3.53  -0.09
H  -2.90  1.53  2.11  0.29
H  0.00  3.67  3.26  0.54
H  1.48  3.13  2.41  0.20
H  0.73  2.08  3.68  -0.02
H  -3.74  -1.81  -1.90  0.47
H  -2.37  -2.61  -1.06  0.42
H  -2.05  -1.50  -2.44  0.16
H  -4.90  -0.23  0.44  0.46
H  -3.71  -0.36  1.79  0.27
H  -4.10  -1.80  0.80  0.49
H  -4.28  0.63  -1.86  0.48
H  -2.68  1.41  -2.12  0.38
H  -3.68  1.88  -0.72  0.41
H  4.74  1.60  -1.23  0.45
H  3.43  0.74  -2.10  0.24
H  4.28  -0.07  -0.77  0.39
H  4.68  2.43  1.18  0.44
H  4.22  0.83  1.83  0.40
H  3.32  2.28  2.35  0.37
H  3.54  3.66  -0.77  0.49
H  2.16  3.94  0.33  0.41
H  1.87  3.36  -1.33  0.36
C  1.01  -1.30  -3.58  0.76
C  1.14  0.02  -4.07  -0.07
C  0.24  0.44  -5.06  -0.76
C  -0.55  -0.51  -5.71  -0.44
C  -0.66  -1.83  -5.26  -0.70
C  0.16  -2.24  -4.20  -0.59
S  1.81  -1.80  -2.18  -0.18
H  -0.05  0.88  -1.69  0.04
H  1.85  0.65  -3.54  0.25
H  0.21  1.49  -5.35  0.54
H  -1.04  -0.24  -6.66  0.54
H  -1.31  -2.53  -5.81  0.45
H  0.24  -3.27  -3.85  0.45
C  1.97  -2.60  3.15  -1.31
P  0.52  -1.71  2.49  0.95
C  -0.55  -3.20  2.23  -1.56
C  -0.10  -1.04  4.07  1.01
C  0.74  -0.20  4.85  -0.95
C  0.22  0.49  5.95  -0.41
C  -1.14  0.34  6.29  -0.51
C  -1.92  -0.61  5.63  -0.69
C  -1.41  -1.30  4.53  -0.45
H  2.55  -3.00  2.30  0.46
H  1.65  -3.44  3.80  0.42
H  2.62  -1.92  3.72  0.43
H  -0.54  -3.85  3.11  0.48
H  -1.58  -2.90  1.98  0.33
H  -0.12  -3.73  1.36  0.52
H  1.80  -0.09  4.60  0.17
H  0.85  1.17  6.53  0.43
H  -1.59  0.98  7.07  0.43
H  -2.96  -0.79  5.93  0.40
H  -2.03  -2.04  4.02  0.31


(2)
Computed, not measured: a cluster of 4 separate species, C3H14N2O2S in total at a distorted geometry, with ωB97M-V/def2-TZVPD.

Calculated values
- HOMO energy (eV) = -8.772
- multiplicity = 1
- molar mass (g/mol) = 142.22
- frontier orbital gap (eV) = 4.48

Each line ends with the Mulliken charge.
Element x y z (Å)
N  -0.40  -0.26  1.82  -0.52
C  -0.73  -1.38  0.95  -0.17
C  -2.21  -1.18  0.54  -0.70
S  -2.45  0.41  -0.12  -0.04
C  0.11  -1.28  -0.33  -0.24
N  1.45  -1.51  -0.03  -0.53
H  -0.64  0.66  1.44  0.31
H  -2.80  5.01  -2.23  0.02
H  -2.91  5.02  -1.50  -0.02
H  -0.37  -2.14  1.65  0.37
H  -2.82  -1.29  1.44  0.39
H  -2.48  -1.96  -0.17  0.38
H  -0.22  -2.04  -1.05  0.38
H  -0.15  -0.31  -0.87  0.28
H  2.06  -1.57  -0.85  0.35
H  1.89  -0.65  0.44  0.24
H  2.80  1.00  1.40  0.19
H  0.60  -0.21  1.99  0.28
O  2.16  0.84  0.70  -0.94
H  2.78  1.17  -2.43  0.27
H  2.18  0.94  -0.92  0.40
O  2.16  0.72  -1.88  -0.69


(3)
Computed, not measured: a structure of composition C6H4BO10PdS2, with ωB97M-V/def2-TZVPD.

Calculated values
- HOMO energy (alpha / beta) (eV) = -3.889 / -6.369
- multiplicity = 5
- molar mass (g/mol) = 417.45
- net charge = -1
- frontier orbital gap (alpha / beta) (eV) = 6.23 / 5.42

Each line ends with the Mulliken spin population.
Element x y z (Å)
Pd  1.30  1.03  -1.87  1.66
O  3.43  1.01  -2.22  0.25
S  3.25  -0.40  -1.66  0.03
O  4.47  -1.16  -1.64  0.02
O  2.62  -0.17  -0.33  0.15
O  2.16  -0.97  -2.53  0.15
O  -0.63  1.18  0.80  0.19
B  -0.96  0.93  -0.69  0.49
O  -1.65  -0.43  -0.62  0.14
C  -1.38  -0.93  0.54  0.19
C  -1.65  -2.22  1.01  -0.01
C  -1.27  -2.50  2.30  0.14
C  -0.66  -1.53  3.14  0.10
C  -0.41  -0.26  2.73  0.03
C  -0.76  0.06  1.40  0.19
H  -2.11  -2.95  0.36  0.00
H  -1.44  -3.50  2.69  0.01
H  -0.38  -1.84  4.14  0.01
H  0.07  0.48  3.35  0.00
O  -1.65  3.97  -2.64  0.00
S  -0.76  2.93  -2.25  0.08
O  0.33  3.28  -1.33  0.03
O  -0.23  2.08  -3.33  0.03
O  -1.69  1.91  -1.36  0.12


The lowest molar mass belongs to which entry?
C3H14N2O2S


Among the records above, which one has the lowest molar mass?
C3H14N2O2S